C7H5NS | ωB97M-V/def2-TZVPD

Structure (XYZ):
```
14
Properties=species:S:1:pos:R:3
S 2.77727 -1.07219 0.16133
N -2.99366 -2.10198 0.74815
C 0.61331 0.17281 0.36187
C 0.25760 -1.04293 -0.30916
C -2.16638 -1.50703 0.18646
C 1.33101 -1.87925 -0.47460
C -1.20696 -0.73195 -0.47863
C 1.88602 0.34563 0.75895
C -0.68364 0.82482 0.44896
H 1.52396 -2.77621 -0.97566
H -0.57554 1.53776 -0.45854
H -1.46168 -0.50009 -1.57544
H 2.49172 1.14326 1.37544
H -1.03334 1.02088 1.42825
```

Computed properties:
Structure (SMILES): N#C[C@H]1Cc2cscc21
Orbital gap (hartree): 0.36208
LUMO (eV): 0.61
Highest occupied orbital energy (eV): -9.242

=====

C22H30As2ClKO4Se2 | ωB97M-V/def2-TZVPD

Structure (XYZ):
```
62
Properties=species:S:1:pos:R:3
Se -0.27781 -2.88665 0.04927
Se -3.61385 0.37176 -0.24233
As 2.37491 0.28686 -0.15962
As -0.00377 0.31823 2.17531
K -0.61355 0.27787 -0.86817
Cl -0.84806 5.02010 -6.19315
O 0.83601 0.65075 -2.64419
O -2.63312 -5.02028 -0.50563
O 0.30466 2.51498 -0.49675
O -4.70015 -4.08200 1.22188
C -3.29614 -1.39386 -1.11642
C 4.23907 0.64756 2.14041
C -3.28473 -2.64819 -0.22663
C -4.59954 -2.81860 0.53660
C 0.39348 1.58638 -3.35645
C 4.58036 0.81861 3.47381
C 0.11556 3.25677 -1.44894
C 0.09154 2.91391 -2.85908
C 1.89744 0.52837 2.71784
C -0.26937 3.94175 -3.75746
C -0.40716 3.71319 -5.09153
C -0.20915 2.41230 -5.60292
C 3.70563 -1.07610 -0.65215
C -0.70094 1.90387 3.10475
C 3.57800 0.84856 4.44019
C -2.10891 -2.54172 0.76840
C 2.90638 0.50198 1.74357
C 0.15949 1.39317 -4.77534
C 2.25278 0.70313 4.05802
C 3.38826 1.82353 -0.84663
C -0.52963 -1.01385 3.50247
C -3.07773 -3.82689 -1.18036
H -0.42616 1.92716 4.16038
H 2.96998 2.73708 -0.42558
H -0.17609 -0.77043 4.50553
H -0.45286 4.93664 -3.36119
H 4.44873 1.75553 -0.59781
H -2.30123 -1.38205 -1.55649
H -0.14720 -1.98047 3.17648
H -2.13270 -1.51988 1.14608
H -4.07346 -4.68758 0.79991
H 5.02543 0.62695 1.39344
H 1.48108 0.72563 4.81811
H 3.62083 -1.23360 -1.72777
H -0.35964 2.23506 -6.66205
H -0.32179 2.79562 2.60306
H 3.82974 0.98132 5.48612
H 4.72922 -0.78716 -0.40550
H -1.61823 -1.06125 3.49613
H -2.33338 -3.54370 -1.92490
H 3.26229 1.84427 -1.93048
H -4.70102 -2.02082 1.26812
H -0.08756 4.33133 -1.25233
H -1.73609 -4.77674 -0.20101
H -1.78586 1.88214 3.00318
H -5.43048 -2.71534 -0.17297
H -2.28208 -3.20097 1.61684
H -4.01611 -1.47521 -1.93192
H -4.01609 -4.05983 -1.68865
H 3.44853 -2.00701 -0.14728
H 0.31193 0.39010 -5.15616
H 5.62034 0.92772 3.75992
```

Computed properties:
Orbital gap (hartree): 0.18353
LUMO (eV): 3.98
Charge: -2
Highest occupied orbital energy (eV): -1.016

=====

C6H18N6O12 | ωB97M-V/def2-TZVPD

Structure (XYZ):
```
42
Properties=species:S:1:pos:R:3
O -0.71252 -1.29570 5.99868
O -2.35185 0.05683 3.25241
O 0.20757 4.35808 -2.18265
O -1.12864 0.74733 5.76430
O 1.76162 -3.35436 -0.64403
O 1.88022 -0.58918 1.54503
O -3.09094 -1.86615 2.66191
O -0.14733 -3.74171 0.28711
O 2.04563 3.37389 -2.18374
O -1.69066 2.07119 -0.91635
O -0.34110 1.38270 -2.47668
O 3.59532 0.06896 0.31486
N 0.76657 -4.00072 -0.49969
N -1.46301 1.51335 -1.94323
N 2.37644 -0.12116 0.52053
N -2.42692 -0.85736 2.43125
N -0.46652 -0.18410 5.52580
N 1.30555 4.16408 -2.63927
C -1.92286 -0.71814 1.06419
C 1.71628 4.82687 -3.92966
C 1.45261 0.05076 -0.64390
C -2.56825 0.72311 -2.49760
C 0.74470 -0.10100 4.67635
C 0.56093 -5.16176 -1.35230
H -3.37210 1.45745 -2.54922
H 1.36898 0.58052 5.25420
H -0.98279 -1.26850 1.02590
H 0.86813 4.94006 -4.60488
H -2.28557 0.43484 -3.51007
H -1.76205 0.35728 0.98854
H 1.54723 -5.20738 -1.81408
H 1.19542 -1.08942 4.76568
H -0.26584 -5.01638 -2.04757
H 2.46534 4.27753 -4.49996
H 2.03964 5.84468 -3.71149
H 0.44376 0.25729 3.69189
H 0.34966 -6.05914 -0.77077
H 0.41638 0.28959 -0.40455
H -2.68845 -0.99917 0.34100
H 1.54153 -0.89182 -1.18403
H 1.86238 0.85005 -1.26141
H -2.84442 -0.10329 -1.84270
```

Computed properties:
Multiplicity: 2
Orbital gap (spin up / spin down) (hartree): 0.24104 / 0.10607
LUMO (spin up / spin down) (eV): -6.23 / -9.91
Charge: +1
Highest occupied orbital energy (spin up / spin down) (eV): -12.793 / -12.793

=====

C5H21NO8 | ωB97M-V/def2-TZVPD

Structure (XYZ):
```
35
Properties=species:S:1:pos:R:3
O 0.54217 -3.69131 -0.53831
O -2.57782 0.30925 -1.26833
O 1.79039 1.44168 2.21290
O -2.10836 -2.23792 -0.99091
O -0.93150 -0.50352 1.65051
O 0.21477 1.65951 -2.54387
O -2.68699 1.41404 1.30741
O -0.22323 3.48710 1.23151
N 0.25548 0.18568 -0.15858
C 0.13972 -0.38402 1.05948
C 1.38200 -1.16899 1.50850
C 1.50056 0.45791 -0.88535
C 1.27618 1.41466 -2.04685
C 1.82719 -0.84982 -1.62485
H -0.54584 0.74723 -0.42279
H -3.56508 1.44955 1.68994
H 0.13772 -4.30582 -1.15608
H -0.14731 -3.02744 -0.44275
H 1.72622 2.39427 2.35597
H 1.40377 1.01112 2.97319
H 2.16033 -1.66293 -0.98165
H 2.19284 1.91726 -2.38912
H -3.25358 0.46810 -1.95402
H -2.90548 -2.21851 -0.47759
H -0.97992 4.04029 1.01655
H 1.42691 -2.20146 1.15820
H 0.96980 -1.27755 -2.13004
H 2.33608 -0.70381 1.29471
H 2.26201 0.79397 -0.18228
H 2.41701 -0.65372 -2.54008
H -2.24304 0.56191 1.58490
H -0.47423 2.58330 1.05839
H 1.32530 -1.11631 2.58854
H -1.91871 -1.34452 -1.35289
H -2.72538 1.01082 -0.60436
```

Computed properties:
Structure (SMILES): CC(=O)N[C@@H](C)C=O.O.O.O.O.O.O
Orbital gap (hartree): 0.37498
LUMO (eV): 0.42
Highest occupied orbital energy (eV): -9.787

=====

C32H32Cl5N2O4PRuS | ωB97M-V/def2-TZVPD

Structure (XYZ):
```
78
Properties=species:S:1:pos:R:3
Ru 1.04361 1.10501 -1.14246
Cl 7.52660 0.88284 -3.52632
Cl 4.05604 2.75923 0.01284
Cl 5.43752 -1.06425 -4.68794
Cl 2.45078 -0.90455 -3.75395
Cl 6.81977 2.76109 -1.21076
S 0.63338 3.58980 -1.55401
P 0.18322 -1.61434 -0.01317
O -1.12681 -2.36143 -0.60740
O 1.41852 -1.71580 -0.85801
O -0.22428 -0.20329 0.35279
O 0.45151 -2.43457 1.36398
N -6.31549 3.35655 0.45322
N 1.16696 2.08916 0.95523
C -2.83431 0.32142 -1.11667
C -1.87711 -2.86178 2.13535
C 3.62810 0.10760 -2.96017
C -0.75196 0.63274 -2.52460
C 5.59780 1.72862 -1.86073
C -3.61921 2.89954 -1.72545
C -4.38823 2.16197 -0.82330
C -0.42683 4.92947 2.68418
C 1.64483 1.39171 1.96621
C 5.89565 0.88021 -2.91234
C 1.43744 1.78739 3.29807
C -0.41861 -2.63189 2.49512
C 3.21630 0.94631 -1.88887
C -0.21652 -4.62977 -0.93829
C -1.10678 -3.49061 -1.51415
C 0.16302 4.05431 0.03904
C 0.71570 2.92338 3.54406
C -2.55748 -3.91978 -1.56177
C -0.90640 5.60528 1.60200
C -0.29331 -1.46415 3.44845
C -2.47846 2.38647 -2.29169
C 4.30727 1.69776 -1.34482
C -3.99073 0.83331 -0.58305
C 4.93987 0.02707 -3.43146
C -0.57658 -3.06051 -2.88095
C 0.08084 -3.89313 3.15448
C -0.63674 5.14692 0.29410
C -5.50033 2.80231 -0.14743
C 2.46692 0.17346 1.64175
C -2.02160 1.07531 -1.99640
C 0.54705 3.28283 1.16664
C 0.28615 3.73066 2.48247
H 0.52930 3.26131 4.58013
H -3.89888 3.93004 -2.01847
H -2.54706 -0.68465 -0.84825
H -1.95096 -3.70105 1.45300
H -0.51249 -4.10204 4.04187
H -4.51272 0.18551 0.11648
H -0.62596 -0.45322 -2.67164
H -2.86903 -4.19367 -0.57038
H 1.12544 -3.79972 3.42555
H 1.82140 1.16128 4.07046
H -0.43221 -5.57378 -1.42756
H -0.51787 -4.76267 0.08117
H -3.19910 -3.11583 -1.89221
H -1.22584 -2.28591 -3.29044
H -0.04749 -4.70227 2.43971
H -0.99231 5.72840 -0.56736
H -2.32379 -1.98048 1.66792
H -1.94209 2.99307 -3.02820
H -2.70989 -4.74057 -2.25270
H 0.41421 -2.65691 -2.79025
H 0.72190 -1.46974 3.82218
H -1.00476 -1.60263 4.24978
H -0.57450 -3.91430 -3.58617
H 3.45194 0.30572 2.08683
H -0.38952 1.26952 -3.34149
H 2.01950 -0.73227 2.04278
H -1.54212 6.50410 1.70439
H 2.59433 0.03538 0.56663
H 0.85186 -4.37804 -1.05294
H -0.50657 -0.48569 2.98906
H -2.37951 -3.08667 3.06869
H -0.67224 5.22789 3.69763
```

Computed properties:
Multiplicity: 6
Orbital gap (spin up / spin down) (hartree): 0.23871 / 0.24229
LUMO (spin up / spin down) (eV): 2.33 / 1.46
Charge: -1
Highest occupied orbital energy (spin up / spin down) (eV): -4.161 / -5.133

=====

C16H31CuF3O3P2S | ωB97M-V/def2-TZVPD

Structure (XYZ):
```
57
Properties=species:S:1:pos:R:3
Cu 2.81390 -2.82297 2.48904
S 3.82029 -3.74603 0.27954
P -1.09704 2.78855 0.68884
P -2.32060 -0.23650 -1.23529
F 2.82314 -4.95226 -1.84724
F 3.85294 -6.30459 -0.44464
F 5.02425 -5.05346 -1.80784
O 2.49340 -3.98235 1.01527
O 4.96401 -4.04124 1.12548
O 3.82017 -2.50161 -0.47205
C -0.81822 -1.38514 -0.63201
C 0.29954 -0.93059 -1.40027
C -1.87860 0.19098 -2.94277
C -2.22897 2.79793 2.09006
C -0.60132 -1.18527 0.92619
C -3.71692 -1.32233 -1.36758
C -0.39189 4.39084 0.52594
C 0.32028 1.37295 1.40345
C 3.83937 -1.39279 3.27249
C -3.16632 1.36995 -0.80503
C -2.32994 2.63414 -0.69436
C -0.78799 0.31502 1.16640
C 0.53617 0.51180 -1.41828
C 1.81698 1.00280 -0.69785
C 3.89994 -5.09554 -1.04166
C 1.46981 1.62840 0.60070
H 4.58652 -1.65955 4.04477
H -4.27428 -1.32116 -0.42411
H -1.26302 5.03897 0.69109
H -1.29826 0.63748 0.21290
H 2.51774 0.11800 -0.68024
H 4.29451 -0.89202 2.38781
H 0.96956 -1.59853 -1.96025
H -3.77200 1.20683 0.09134
H 2.36554 2.02433 1.11413
H -1.33828 -0.66503 -3.37812
H -1.79582 2.90636 -1.61505
H -2.80388 3.72343 1.93649
H 0.42015 1.68088 2.48165
H 0.55838 0.83194 -2.46708
H -1.57520 0.45182 1.92808
H -1.25861 1.10206 -3.00912
H 0.39897 -1.55697 1.29123
H -3.33719 -2.32383 -1.60494
H -1.40049 -1.73879 1.49074
H -3.86161 1.54537 -1.62666
H 3.00116 -0.89491 3.76900
H 2.32109 1.79970 -1.31161
H 0.38449 4.50082 1.29210
H -1.65192 2.82030 3.02658
H -2.84341 0.37260 -3.44972
H -1.32996 -2.32201 -0.94217
H -2.98331 3.47836 -0.44035
H -2.90869 1.93332 2.07151
H -4.31861 -0.88977 -2.18282
H 0.01867 4.50063 -0.48337
H -0.27860 1.13866 -1.03033
```

Computed properties:
Multiplicity: 2
Orbital gap (spin up / spin down) (hartree): 0.19169 / 0.15921
LUMO (spin up / spin down) (eV): -0.73 / -1.55
Highest occupied orbital energy (spin up / spin down) (eV): -5.949 / -5.886

=====

Copy entry 2 word for word.
C22H30As2ClKO4Se2 | ωB97M-V/def2-TZVPD

Structure (XYZ):
```
62
Properties=species:S:1:pos:R:3
Se -0.27781 -2.88665 0.04927
Se -3.61385 0.37176 -0.24233
As 2.37491 0.28686 -0.15962
As -0.00377 0.31823 2.17531
K -0.61355 0.27787 -0.86817
Cl -0.84806 5.02010 -6.19315
O 0.83601 0.65075 -2.64419
O -2.63312 -5.02028 -0.50563
O 0.30466 2.51498 -0.49675
O -4.70015 -4.08200 1.22188
C -3.29614 -1.39386 -1.11642
C 4.23907 0.64756 2.14041
C -3.28473 -2.64819 -0.22663
C -4.59954 -2.81860 0.53660
C 0.39348 1.58638 -3.35645
C 4.58036 0.81861 3.47381
C 0.11556 3.25677 -1.44894
C 0.09154 2.91391 -2.85908
C 1.89744 0.52837 2.71784
C -0.26937 3.94175 -3.75746
C -0.40716 3.71319 -5.09153
C -0.20915 2.41230 -5.60292
C 3.70563 -1.07610 -0.65215
C -0.70094 1.90387 3.10475
C 3.57800 0.84856 4.44019
C -2.10891 -2.54172 0.76840
C 2.90638 0.50198 1.74357
C 0.15949 1.39317 -4.77534
C 2.25278 0.70313 4.05802
C 3.38826 1.82353 -0.84663
C -0.52963 -1.01385 3.50247
C -3.07773 -3.82689 -1.18036
H -0.42616 1.92716 4.16038
H 2.96998 2.73708 -0.42558
H -0.17609 -0.77043 4.50553
H -0.45286 4.93664 -3.36119
H 4.44873 1.75553 -0.59781
H -2.30123 -1.38205 -1.55649
H -0.14720 -1.98047 3.17648
H -2.13270 -1.51988 1.14608
H -4.07346 -4.68758 0.79991
H 5.02543 0.62695 1.39344
H 1.48108 0.72563 4.81811
H 3.62083 -1.23360 -1.72777
H -0.35964 2.23506 -6.66205
H -0.32179 2.79562 2.60306
H 3.82974 0.98132 5.48612
H 4.72922 -0.78716 -0.40550
H -1.61823 -1.06125 3.49613
H -2.33338 -3.54370 -1.92490
H 3.26229 1.84427 -1.93048
H -4.70102 -2.02082 1.26812
H -0.08756 4.33133 -1.25233
H -1.73609 -4.77674 -0.20101
H -1.78586 1.88214 3.00318
H -5.43048 -2.71534 -0.17297
H -2.28208 -3.20097 1.61684
H -4.01611 -1.47521 -1.93192
H -4.01609 -4.05983 -1.68865
H 3.44853 -2.00701 -0.14728
H 0.31193 0.39010 -5.15616
H 5.62034 0.92772 3.75992
```

Computed properties:
Orbital gap (hartree): 0.18353
LUMO (eV): 3.98
Charge: -2
Highest occupied orbital energy (eV): -1.016

=====

> Which formula does entry 1 have?

C7H5NS